ORCA calculation (wB97M-V/def2-TZVPD) on 2 unconnected molecules or ions with the total composition C8H9NS2 in a non-equilibrium geometry.

```
! RIJCOSX wB97M-V def2-TZVPD def2/J DEFGRID3
* xyz 0 1
C 2.667 -0.754 0.309
C 2.056 0.206 1.076
C 2.104 -1.146 -0.898
C 0.973 0.946 0.703
C 0.957 -0.435 -1.329
C 0.348 0.593 -0.499
C -2.260 -1.081 0.011
C -0.937 1.026 -0.973
N -3.196 -0.406 0.523
S -1.226 -2.245 0.080
S -1.867 2.256 -0.239
H 3.645 -1.231 0.784
H 2.327 0.329 2.059
H 2.814 -1.632 -1.553
H 0.633 1.759 1.386
H 0.408 -0.868 -2.125
H -1.119 0.699 -1.923
H -3.125 0.662 0.353
H -3.896 -0.655 1.231
H -1.306 1.979 1.024
*
```

Results
Energy above the lowest of the compared OMol25 structures with the same formula, charge and spin, kcal per mole: 90.5
Frontier orbital gap (spin up / spin down), eV: 6.282 / 6.835
Electronic energy, Ha: -1161.2273

=====

ORCA calculation (wB97M-V/def2-TZVPD) on a single C8HBr3F4N2 molecule in a non-equilibrium geometry.

```
! RIJCOSX wB97M-V def2-TZVPD def2/J DEFGRID3
* xyz 0 1
F -0.884 -0.023 -3.911
C -0.595 -0.450 -2.636
C -0.008 -1.710 -2.286
Br 0.460 -2.792 -3.846
C 0.472 -1.889 -0.989
Br 1.866 -3.082 -0.569
C 0.254 -0.872 -0.047
N 0.750 -0.667 1.257
C 0.199 0.419 1.803
C 0.540 1.189 3.045
F -0.495 1.731 3.683
F 1.033 0.361 3.939
F 1.457 2.243 2.862
N -0.573 0.950 0.795
C -0.381 0.312 -0.409
C -0.883 0.506 -1.693
Br -1.861 2.130 -1.979
H -1.350 1.644 0.980
*
```

Results
Structure (SMILES): Fc1c(Br)c(Br)c2nc(C(F)(F)F)[nH]c2c1Br
Energy above the lowest of the compared OMol25 structures with the same formula, charge and spin, kcal per mole: 2.6
Frontier orbital gap, eV: 8.737
Electronic energy, Ha: -8536.4586

=====

ORCA calculation (wB97M-V/def2-TZVPD) on a single C8HF6I molecule in a non-equilibrium geometry.

```
! RIJCOSX wB97M-V def2-TZVPD def2/J DEFGRID3
* xyz 0 1
F 2.294 1.293 1.707
C 1.313 0.726 2.372
F 0.808 1.750 3.117
F 1.739 -0.114 3.338
C 0.310 0.154 1.369
C -0.859 -0.466 1.677
C -1.705 -0.935 0.826
C -1.647 -0.893 -0.527
I -3.281 -1.722 -1.583
C -0.419 -0.220 -0.902
C -0.168 -0.126 -2.407
F 1.015 0.501 -2.606
F -0.155 -1.367 -2.981
F -1.197 0.523 -3.013
C 0.504 0.288 -0.013
H 1.448 0.607 -0.374
*
```

Results
Structure (SMILES): FC(F)(F)c1c#cc(I)c(C(F)(F)F)c1
Energy above the lowest of the compared OMol25 structures with the same formula, charge and spin, kcal per mole: 0.0
Frontier orbital gap, eV: 8.521
Electronic energy, Ha: -1202.2343

=====

ORCA calculation (wB97M-V/def2-TZVPD) on 20 unconnected molecules or ions with the total composition C90H210N10O10 in a non-equilibrium geometry.

```
! RIJCOSX wB97M-V def2-TZVPD def2/J DEFGRID3
* xyz 0 1
C 8.937 -3.699 -0.639
C 7.598 -4.287 -0.432
C 6.460 -3.386 -0.909
C 5.092 -3.922 -0.489
C 4.594 -3.184 0.692
C 3.936 -1.805 0.404
H 9.256 -2.927 0.103
H 9.150 -3.300 -1.681
H 9.697 -4.439 -0.423
H 7.609 -5.272 -0.926
H 7.460 -4.387 0.659
H 6.495 -3.157 -1.966
H 6.615 -2.416 -0.383
H 4.318 -3.967 -1.338
H 5.141 -5.006 -0.233
H 3.851 -3.779 1.251
H 5.439 -2.923 1.258
H 3.569 -1.381 1.325
H 4.665 -1.104 -0.021
H 3.096 -1.762 -0.303
C -6.920 -3.442 -0.522
C -7.901 -4.340 -1.291
C -7.103 -5.353 -2.133
C -8.042 -6.112 -3.085
C -7.488 -7.347 -3.733
C -6.553 -7.033 -4.877
H -6.236 -3.967 0.126
H -7.327 -2.629 -0.003
H -6.416 -2.858 -1.297
H -8.495 -4.953 -0.577
H -8.540 -3.711 -1.873
H -6.684 -6.135 -1.490
H -6.217 -4.903 -2.691
H -8.942 -6.377 -2.528
H -8.389 -5.432 -3.875
H -6.964 -7.911 -2.951
H -8.311 -7.968 -4.076
H -5.647 -6.485 -4.602
H -6.201 -7.908 -5.395
H -7.117 -6.430 -5.551
C -1.558 5.161 2.448
C -2.646 4.141 2.042
C -3.595 4.716 0.988
C -4.751 3.790 0.620
C -5.742 4.502 -0.258
C -5.182 5.076 -1.563
H -1.984 6.170 2.785
H -0.980 5.385 1.520
H -0.832 4.723 3.134
H -2.143 3.177 1.726
H -3.161 3.860 2.955
H -3.028 4.882 0.014
H -3.957 5.698 1.348
H -4.368 2.949 0.064
H -5.317 3.482 1.480
H -6.603 3.799 -0.384
H -6.227 5.320 0.267
H -4.459 5.856 -1.240
H -4.662 4.280 -2.144
H -5.920 5.598 -2.164
C 4.151 1.890 0.936
C 4.701 3.154 0.307
C 4.342 4.314 1.143
C 5.023 5.646 0.694
C 4.638 6.840 1.553
C 3.136 7.297 1.492
H 4.535 1.710 1.941
H 4.441 0.962 0.429
H 3.031 1.843 0.906
H 5.788 3.126 0.171
H 4.397 3.250 -0.768
H 4.596 4.195 2.228
H 3.265 4.435 1.101
H 6.124 5.501 0.781
H 4.831 5.742 -0.376
H 4.897 6.572 2.597
H 5.259 7.685 1.313
H 2.943 8.059 2.261
H 2.851 7.604 0.462
H 2.494 6.475 1.773
C 0.674 3.403 -0.730
C 1.240 4.456 -1.695
C 0.386 5.734 -1.505
C 0.823 6.791 -2.507
C -0.051 8.085 -2.627
C 0.618 9.247 -3.407
H 0.554 3.796 0.272
H 1.230 2.476 -0.689
H -0.337 3.100 -1.010
H 2.266 4.734 -1.426
H 1.219 4.159 -2.768
H 0.400 6.084 -0.447
H -0.638 5.531 -1.737
H 1.881 6.995 -2.378
H 0.821 6.372 -3.493
H -1.005 7.849 -3.079
H -0.279 8.538 -1.652
H 1.022 8.950 -4.384
H -0.097 10.068 -3.625
H 1.340 9.763 -2.820
C 1.706 2.714 4.407
C 1.684 3.946 5.339
C 2.124 5.158 4.561
C 1.750 6.528 5.157
C 2.343 6.753 6.547
C 3.889 6.960 6.495
H 1.486 1.805 4.968
H 2.660 2.743 3.901
H 0.922 2.861 3.688
H 0.626 4.111 5.629
H 2.281 3.725 6.270
H 1.679 5.004 3.569
H 3.220 5.106 4.358
H 2.053 7.309 4.428
H 0.651 6.685 5.221
H 1.845 7.615 7.035
H 2.144 5.854 7.189
H 4.189 7.612 5.641
H 4.251 7.370 7.380
H 4.392 5.990 6.332
C 0.779 0.907 -5.556
C 1.482 0.920 -4.174
C 2.965 1.026 -4.199
C 3.527 0.877 -2.717
C 5.035 1.059 -2.582
C 5.914 -0.030 -3.138
H -0.290 0.956 -5.401
H 0.960 0.021 -6.241
H 1.004 1.742 -6.223
H 1.033 1.701 -3.611
H 1.200 0.021 -3.634
H 3.308 1.949 -4.633
H 3.376 0.193 -4.832
H 3.088 1.670 -2.105
H 3.213 -0.043 -2.302
H 5.354 1.990 -3.060
H 5.346 1.251 -1.566
H 5.984 -0.946 -2.472
H 5.515 -0.479 -4.015
H 6.922 0.378 -3.344
C -1.203 -1.498 5.816
C -0.595 -2.553 6.818
C -1.541 -3.470 7.485
C -0.751 -4.615 8.159
C -1.503 -5.642 8.907
C -1.995 -5.235 10.336
H -2.061 -1.017 6.364
H -1.558 -2.008 4.945
H -0.484 -0.732 5.624
H 0.100 -3.204 6.221
H -0.037 -1.938 7.608
H -2.170 -3.883 6.696
H -2.120 -2.934 8.234
H -0.202 -5.093 7.352
H -0.044 -4.113 8.831
H -2.295 -6.049 8.321
H -0.889 -6.538 9.094
H -2.386 -4.208 10.328
H -2.762 -5.887 10.731
H -1.127 -5.196 10.967
C -1.563 2.873 -3.527
C -2.424 3.164 -4.767
C -2.255 4.608 -5.227
C -2.883 5.769 -4.353
C -2.651 7.114 -4.936
C -3.341 8.139 -4.032
H -0.565 3.318 -3.690
H -1.318 1.841 -3.264
H -1.925 3.303 -2.609
H -2.208 2.552 -5.671
H -3.460 2.915 -4.535
H -2.618 4.600 -6.267
H -1.198 4.868 -5.371
H -4.004 5.571 -4.457
H -2.546 5.656 -3.334
H -1.535 7.260 -4.939
H -2.964 7.259 -5.950
H -2.844 8.137 -3.061
H -3.342 9.154 -4.442
H -4.405 7.872 -3.989
C -4.673 0.748 -2.423
C -5.218 -0.598 -2.904
C -6.144 -0.508 -4.143
C -6.755 -1.857 -4.506
C -7.544 -1.823 -5.835
C -8.440 -3.048 -6.026
H -4.244 1.334 -3.238
H -3.946 0.551 -1.597
H -5.516 1.354 -2.030
H -4.426 -1.302 -3.140
H -5.831 -1.140 -2.164
H -5.564 -0.139 -4.996
H -6.851 0.309 -3.981
H -5.941 -2.614 -4.516
H -7.441 -2.190 -3.688
H -8.124 -0.890 -5.860
H -6.879 -1.729 -6.691
H -7.849 -3.949 -5.998
H -9.191 -3.034 -5.211
H -9.017 -2.994 -6.956
C -3.570 -7.518 -0.587
C -3.657 -6.005 -0.556
O -3.911 -5.358 0.474
N -3.306 -5.318 -1.671
C -3.237 -3.832 -1.769
H -3.521 -7.915 0.434
H -2.630 -7.857 -1.014
H -4.379 -7.984 -1.116
H -2.882 -5.852 -2.398
H -2.560 -3.626 -2.608
H -2.823 -3.352 -0.884
H -4.246 -3.391 -1.971
C -2.191 -1.468 -5.176
C -2.999 -2.629 -5.599
O -3.036 -3.694 -4.978
N -3.656 -2.425 -6.766
C -4.533 -3.432 -7.376
H -1.235 -1.521 -5.679
H -2.102 -1.703 -4.111
H -2.698 -0.524 -5.361
H -3.662 -1.488 -7.134
H -4.746 -3.109 -8.407
H -5.547 -3.483 -6.916
H -4.023 -4.403 -7.376
C 8.147 3.482 7.487
C 7.631 2.578 6.354
O 8.291 1.986 5.501
N 6.261 2.499 6.260
C 5.679 1.841 5.049
H 8.699 4.319 7.082
H 8.799 3.026 8.181
H 7.333 3.938 8.029
H 5.584 2.995 6.814
H 5.604 0.793 5.254
H 6.303 2.026 4.189
H 4.725 2.346 4.896
C -2.435 -6.064 3.925
C -1.442 -5.057 3.318
O -0.355 -4.879 3.867
N -1.778 -4.447 2.121
C -0.998 -3.275 1.773
H -2.601 -6.856 3.245
H -3.371 -5.563 4.216
H -1.989 -6.472 4.837
H -2.736 -4.524 1.782
H 0.093 -3.582 1.636
H -1.014 -2.686 2.683
H -1.444 -2.784 0.963
C 8.074 0.697 1.300
C 7.733 -0.455 2.174
O 7.205 -1.477 1.745
N 8.051 -0.292 3.516
C 7.778 -1.312 4.502
H 7.607 1.636 1.647
H 7.656 0.636 0.288
H 9.147 0.727 1.127
H 8.344 0.600 3.927
H 6.776 -1.190 4.950
H 8.505 -1.186 5.285
H 7.975 -2.314 4.090
C 2.568 -2.666 4.545
C 2.977 -1.412 5.266
O 3.030 -0.359 4.609
N 3.222 -1.429 6.588
C 3.486 -0.179 7.270
H 3.189 -2.817 3.678
H 1.515 -2.454 4.251
H 2.497 -3.604 5.140
H 3.233 -2.281 7.096
H 4.378 0.324 6.854
H 3.446 -0.290 8.362
H 2.713 0.493 7.007
C -0.270 -4.428 -7.537
C 1.199 -4.335 -7.250
O 1.906 -5.326 -7.095
N 1.722 -3.102 -7.288
C 3.131 -2.852 -7.092
H -0.843 -4.890 -6.695
H -0.384 -5.000 -8.472
H -0.714 -3.436 -7.750
H 1.124 -2.327 -7.494
H 3.499 -2.753 -6.061
H 3.410 -1.958 -7.672
H 3.671 -3.655 -7.557
C 1.354 -5.478 -0.066
C 1.006 -4.893 -1.479
O 0.540 -3.823 -1.643
N 1.028 -5.812 -2.463
C 0.658 -5.565 -3.845
H 0.458 -5.480 0.537
H 2.161 -4.899 0.348
H 1.712 -6.535 -0.126
H 1.527 -6.654 -2.299
H -0.208 -4.876 -3.745
H 0.333 -6.471 -4.314
H 1.468 -5.112 -4.393
C -2.721 0.549 3.681
C -3.491 -0.662 3.103
O -3.939 -1.540 3.806
N -3.591 -0.769 1.727
C -4.267 -1.893 1.057
H -2.513 0.510 4.741
H -3.298 1.437 3.492
H -1.736 0.632 3.209
H -3.049 -0.015 1.282
H -4.181 -1.768 -0.034
H -5.268 -1.979 1.438
H -3.809 -2.826 1.336
C -1.222 -0.747 -1.422
C -0.988 -0.004 -0.082
O -1.596 1.030 0.239
N -0.014 -0.582 0.661
C 0.488 -0.080 1.918
H -0.849 -1.792 -1.322
H -0.662 -0.145 -2.150
H -2.298 -0.786 -1.705
H 0.408 -1.411 0.303
H 0.535 1.028 1.898
H 1.502 -0.438 2.122
H -0.101 -0.493 2.789
*
```

Results
Energy above the lowest of the compared OMol25 structures with the same formula, charge and spin, kcal per mole: 0.0
Frontier orbital gap, eV: 9.068
Electronic energy, Ha: -4855.2071